{"formula": "C4H5Cl", "method": "the ωB97M-V functional and the def2-TZVPD basis", "elements": ["C", "C", "C", "C", "H", "H", "H", "H", "H", "Cl"], "positions_angstrom": [[-0.30, 0.11, 0.81], [0.87, -0.01, 1.34], [-0.63, 0.60, -0.57], [0.02, -0.26, -1.52], [0.70, -0.36, 2.25], [1.87, 0.10, 0.73], [-1.59, 1.15, -1.05], [1.04, -0.77, -1.39], [-0.23, 0.13, -2.38], [-1.75, -0.68, 1.79]], "smiles": "C=CC(=C)Cl", "relative_energy_kcal_mol": 57.0, "charge": 0}

{"formula": "C3H12N2O", "method": "the ωB97M-V functional and the def2-TZVPD basis", "elements": ["N", "N", "C", "C", "C", "H", "H", "H", "H", "H", "H", "H", "H", "H", "H", "O", "H", "H"], "positions_angstrom": [[4.78, 1.41, -0.53], [1.30, 0.43, 0.53], [0.00, 0.00, 0.00], [3.67, 1.04, 0.32], [2.39, 0.56, -0.39], [4.52, 2.07, -1.26], [5.15, 0.58, -1.01], [1.23, 1.29, 1.09], [-0.82, 0.01, 0.74], [0.12, -1.03, -0.38], [-0.28, 0.66, -0.84], [3.38, 1.92, 0.92], [3.83, 0.20, 1.01], [2.69, -0.43, -0.79], [2.06, 1.18, -1.24], [7.45, 2.62, 0.47], [6.60, 2.14, 0.33], [7.31, 3.14, 1.29]], "smiles": "CNCCN.O", "relative_energy_kcal_mol": 10.9, "charge": 0}

{"formula": "C19H31BI2NO3", "method": "the ωB97M-V functional and the def2-TZVPD basis", "elements": ["C", "C", "B", "O", "C", "C", "C", "C", "I", "C", "C", "I", "N", "C", "C", "C", "H", "H", "H", "H", "H", "H", "H", "H", "H", "H", "H", "H", "H", "H", "H", "C", "C", "C", "O", "C", "H", "H", "H", "H", "H", "H", "H", "H", "C", "C", "C", "O", "C", "H", "H", "H", "H", "H", "H", "H", "H"], "positions_angstrom": [[2.86, -2.60, -1.17], [2.89, -1.96, -2.69], [2.02, -0.57, -2.82], [2.77, 0.66, -3.21], [0.39, -0.40, -2.62], [-0.61, -1.59, -3.22], [-2.27, -1.49, -3.11], [-3.11, -2.72, -3.80], [-2.19, -3.74, -5.56], [-4.44, -3.24, -3.38], [-5.24, -2.56, -2.12], [-5.35, -4.93, -4.47], [-2.85, -0.26, -2.44], [-2.01, 0.87, -1.83], [-0.37, 0.86, -1.89], [0.48, 2.11, -1.25], [3.96, -2.84, -0.83], [2.36, -1.77, -0.47], [2.17, -3.55, -1.21], [4.01, -1.75, -3.03], [2.46, -2.71, -3.51], [3.04, 1.16, -2.38], [-0.05, -2.51, -3.73], [-4.62, -2.51, -1.11], [-5.64, -1.49, -2.47], [-6.23, -3.21, -1.97], [-3.89, -0.13, -2.37], [-2.53, 1.81, -1.33], [1.57, 1.86, -0.91], [-0.13, 2.59, -0.36], [0.57, 2.93, -2.11], [3.39, -1.21, 3.79], [3.49, 0.28, 3.57], [4.02, 0.36, 2.16], [3.53, -0.80, 1.47], [2.97, -1.70, 2.43], [2.69, -1.49, 4.59], [4.38, -1.61, 4.05], [2.49, 0.73, 3.62], [4.13, 0.79, 4.30], [5.12, 0.31, 2.14], [3.70, 1.26, 1.64], [1.88, -1.67, 2.32], [3.31, -2.72, 2.23], [-2.01, 2.53, 3.55], [-1.91, 4.02, 3.33], [-1.38, 4.09, 1.91], [-1.87, 2.94, 1.22], [-2.43, 2.04, 2.18], [-2.71, 2.25, 4.34], [-1.02, 2.13, 3.80], [-2.91, 4.47, 3.38], [-1.27, 4.53, 4.05], [-0.28, 4.05, 1.89], [-1.70, 5.00, 1.39], [-3.52, 2.06, 2.07], [-2.09, 1.02, 1.98]], "charge": 1}

{"formula": "C29H35BrN2O6", "method": "the ωB97M-V functional and the def2-TZVPD basis", "elements": ["C", "C", "H", "H", "O", "C", "C", "C", "H", "H", "C", "C", "O", "H", "H", "H", "H", "H", "H", "C", "C", "C", "O", "C", "O", "N", "C", "H", "C", "N", "C", "C", "H", "H", "H", "H", "C", "C", "C", "C", "C", "C", "C", "H", "O", "C", "O", "H", "H", "H", "H", "H", "H", "H", "H", "H", "H", "C", "C", "C", "C", "C", "C", "H", "H", "Br", "H", "H", "H", "H", "H", "H", "H"], "positions_angstrom": [[1.35, 0.92, 3.94], [0.59, 2.04, 3.25], [1.11, 3.00, 3.41], [-0.42, 2.12, 3.65], [0.39, 1.85, 1.86], [1.51, 2.05, 1.04], [1.03, 2.63, -0.30], [2.23, 3.10, -1.14], [2.69, 2.23, -1.60], [2.98, 3.56, -0.49], [1.83, 4.11, -2.23], [1.88, 5.57, -1.77], [0.97, 5.87, -0.74], [1.25, 5.42, 0.06], [2.91, 5.82, -1.46], [1.61, 6.22, -2.60], [2.52, 4.01, -3.08], [0.83, 3.89, -2.60], [0.37, 3.47, -0.06], [0.22, 1.55, -1.05], [1.01, 0.28, -1.03], [1.93, 0.03, -0.11], [2.28, 0.88, 0.91], [2.75, -1.24, -0.16], [3.54, -1.44, -1.05], [2.53, -2.13, 0.84], [1.44, -2.04, 1.78], [1.84, -2.13, 2.80], [0.44, -3.19, 1.51], [0.70, -3.72, 0.19], [1.98, -4.40, 0.15], [3.06, -3.46, 0.73], [3.37, -3.79, 1.73], [3.94, -3.42, 0.08], [2.21, -4.62, -0.89], [1.97, -5.35, 0.72], [-0.40, -4.50, -0.34], [-1.52, -3.58, -0.75], [-2.78, -3.66, -0.19], [-3.80, -2.78, -0.55], [-3.50, -1.82, -1.48], [-2.22, -1.73, -2.05], [-1.22, -2.60, -1.70], [-0.24, -2.53, -2.14], [-2.19, -0.68, -2.93], [-3.49, -0.12, -2.91], [-4.29, -0.83, -1.99], [-3.94, -0.21, -3.92], [-3.44, 0.94, -2.62], [-4.79, -2.85, -0.12], [-2.99, -4.43, 0.54], [-0.76, -5.26, 0.38], [-0.03, -5.03, -1.22], [-0.58, -2.81, 1.54], [0.53, -3.97, 2.29], [0.95, -1.08, 1.69], [0.81, -0.46, -1.80], [-1.16, 1.39, -0.46], [-1.52, 0.27, 0.28], [-2.78, 0.15, 0.83], [-3.70, 1.16, 0.63], [-3.37, 2.29, -0.11], [-2.10, 2.40, -0.64], [-1.84, 3.28, -1.22], [-4.10, 3.07, -0.26], [-5.45, 1.00, 1.36], [-3.05, -0.72, 1.40], [-0.81, -0.53, 0.42], [0.10, 1.87, -2.09], [2.20, 2.77, 1.53], [0.78, 0.00, 3.90], [1.53, 1.19, 4.98], [2.31, 0.75, 3.44]], "smiles": "CCO[C@H]1OC(C(=O)N2CCN(Cc3ccc4c(c3)OCO4)CC2)=C[C@@H](c2ccc(Br)cc2)[C@@H]1CCCO", "relative_energy_kcal_mol": 5.9, "charge": 0}

{"formula": "C25H40N8O", "method": "the ωB97M-V functional and the def2-TZVPD basis", "elements": ["C", "O", "N", "N", "H", "H", "H", "H", "C", "C", "C", "C", "N", "H", "H", "H", "H", "H", "H", "H", "C", "C", "C", "C", "N", "H", "H", "H", "H", "H", "H", "H", "C", "C", "C", "C", "N", "H", "H", "H", "H", "H", "H", "H", "N", "C", "C", "C", "C", "H", "H", "H", "H", "H", "N", "C", "C", "C", "C", "H", "H", "H", "H", "H", "N", "C", "C", "C", "C", "H", "H", "H", "H", "H"], "positions_angstrom": [[3.97, -4.27, 2.70], [5.19, -4.32, 2.76], [3.32, -3.66, 1.65], [3.14, -4.84, 3.63], [2.32, -3.56, 1.60], [3.90, -3.26, 0.94], [3.56, -5.30, 4.42], [2.15, -4.73, 3.54], [-3.07, -1.49, 1.52], [-3.35, -2.94, 1.87], [-2.40, -3.54, 2.91], [-1.05, -3.70, 2.40], [0.02, -3.82, 1.99], [-3.61, -1.23, 0.60], [-2.01, -1.28, 1.37], [-3.44, -0.79, 2.28], [-3.23, -3.54, 0.97], [-4.38, -3.07, 2.20], [-2.78, -4.52, 3.22], [-2.30, -2.94, 3.82], [0.20, -3.02, -1.41], [1.66, -3.16, -1.88], [1.80, -4.15, -3.02], [1.15, -3.67, -4.24], [0.64, -3.29, -5.19], [-0.42, -2.82, -2.29], [0.10, -2.20, -0.71], [-0.12, -3.94, -0.92], [2.30, -3.43, -1.04], [1.99, -2.17, -2.20], [1.27, -5.08, -2.76], [2.83, -4.44, -3.23], [-1.24, 3.35, -3.11], [-2.70, 3.05, -2.77], [-2.87, 2.40, -1.40], [-2.31, 3.19, -0.31], [-1.88, 3.80, 0.56], [-0.69, 3.71, -2.25], [-1.21, 4.09, -3.92], [-0.73, 2.45, -3.47], [-3.13, 2.43, -3.55], [-3.26, 3.98, -2.75], [-2.44, 1.39, -1.32], [-3.93, 2.27, -1.15], [-1.55, 5.65, 3.12], [-2.48, 6.62, 2.93], [-2.77, 7.17, 4.15], [-1.96, 6.50, 5.11], [-1.22, 5.57, 4.44], [-1.03, 5.19, 2.39], [-2.86, 6.87, 1.95], [-3.53, 7.90, 4.39], [-2.02, 6.64, 6.18], [-0.48, 4.86, 4.76], [3.04, -0.31, -5.09], [3.96, 0.57, -4.57], [3.44, 1.07, -3.41], [2.14, 0.49, -3.23], [1.92, -0.32, -4.30], [3.06, -0.80, -5.96], [4.92, 0.70, -5.03], [3.93, 1.78, -2.77], [1.50, 0.81, -2.42], [1.08, -0.94, -4.57], [0.19, 1.55, 1.08], [0.14, 0.50, 1.96], [1.02, -0.45, 1.51], [1.61, 0.04, 0.32], [1.08, 1.28, 0.08], [-0.38, 2.38, 1.12], [-0.49, 0.59, 2.83], [1.21, -1.44, 1.90], [2.34, -0.47, -0.29], [1.24, 2.02, -0.69]], "smiles": "c1cc[nH]c1.c1cc[nH]c1.c1cc[nH]c1.NC(N)=O.CCCC#N.CCCC#N.CCCC#N", "charge": 0}

{"formula": "C29H19ClN7O8PbSTe4", "method": "the ωB97M-V functional and the def2-TZVPD basis", "elements": ["Pb", "O", "C", "O", "C", "C", "Cl", "N", "N", "C", "C", "O", "O", "C", "C", "C", "C", "C", "C", "H", "H", "H", "H", "H", "H", "N", "C", "C", "C", "C", "C", "C", "S", "O", "O", "N", "C", "N", "C", "C", "C", "N", "H", "H", "H", "H", "H", "H", "H", "H", "H", "Te", "Te", "Te", "Te", "O", "C", "N", "C", "O", "C", "C", "C", "C", "C", "C", "H", "H", "H", "H"], "positions_angstrom": [[-1.52, 0.67, -2.32], [-5.58, 1.72, 2.18], [-4.67, 1.33, 3.04], [-4.95, 0.84, 4.11], [-3.25, 1.54, 2.65], [-2.19, 1.34, 3.50], [-2.18, 0.81, 5.12], [-1.04, 1.58, 2.81], [-1.31, 1.91, 1.53], [-2.63, 1.92, 1.42], [-3.37, 2.35, 0.17], [-4.60, 2.52, 0.33], [-2.79, 2.54, -0.94], [0.27, 1.54, 3.33], [1.29, 0.94, 2.62], [2.58, 0.94, 3.14], [2.84, 1.51, 4.37], [1.82, 2.12, 5.08], [0.54, 2.15, 4.56], [-5.16, 2.09, 1.33], [1.08, 0.48, 1.66], [3.37, 0.49, 2.57], [3.85, 1.48, 4.78], [2.02, 2.58, 6.04], [-0.25, 2.65, 5.09], [2.79, -3.32, 1.25], [2.75, -2.42, 0.21], [3.87, -1.66, -0.13], [3.82, -0.73, -1.16], [2.65, -0.59, -1.88], [1.55, -1.40, -1.61], [1.59, -2.31, -0.58], [2.29, 0.74, -2.99], [1.65, 0.14, -4.15], [3.40, 1.60, -3.32], [1.08, 1.55, -2.24], [1.39, 2.58, -1.41], [2.64, 2.73, -0.93], [2.87, 3.78, -0.16], [1.88, 4.68, 0.21], [0.63, 4.46, -0.34], [0.39, 3.44, -1.15], [3.47, -3.14, 1.97], [1.89, -3.62, 1.60], [4.78, -1.77, 0.45], [4.67, -0.11, -1.40], [0.66, -1.31, -2.22], [0.73, -2.91, -0.34], [3.89, 3.90, 0.17], [2.08, 5.52, 0.86], [-0.22, 5.11, -0.16], [-1.22, 3.77, -3.11], [-1.21, 4.25, -5.87], [0.42, 2.32, -4.63], [-1.33, 0.32, -5.16], [-2.47, -2.27, -4.42], [-2.30, -2.56, -3.25], [-2.18, -1.68, -2.20], [-2.05, -2.37, -1.02], [-1.89, -1.87, 0.07], [-2.05, -3.85, -1.33], [-1.87, -4.96, -0.54], [-1.75, -6.19, -1.16], [-1.86, -6.30, -2.55], [-2.09, -5.18, -3.34], [-2.17, -3.96, -2.71], [-1.81, -4.86, 0.54], [-1.58, -7.08, -0.57], [-1.75, -7.27, -3.02], [-2.19, -5.26, -4.42]], "relative_energy_kcal_mol": 53.8, "charge": -1}

{"formula": "C5H11N2", "method": "the ωB97M-V functional and the def2-TZVPD basis", "elements": ["C", "C", "C", "C", "C", "N", "N", "H", "H", "H", "H", "H", "H", "H", "H", "H", "H", "H"], "positions_angstrom": [[-2.13, -0.07, -2.05], [-1.21, -0.83, -1.71], [0.04, 1.11, 0.18], [1.47, 0.98, 0.77], [-0.40, -1.07, 0.94], [-0.56, -0.18, 0.04], [1.74, -0.54, 0.98], [-2.92, -0.26, -2.82], [-2.53, 0.81, -1.48], [-0.57, -1.61, -1.92], [-0.59, 1.83, 0.85], [-0.03, 1.65, -0.72], [2.21, 1.46, 0.10], [1.73, 1.36, 1.69], [-0.43, -0.88, 2.08], [-0.49, -2.14, 0.68], [2.54, -0.79, 0.41], [2.11, -0.84, 1.97]], "relative_energy_kcal_mol": 109.0, "charge": 1}

{"formula": "C5H13OP", "method": "the ωB97M-V functional and the def2-TZVPD basis", "elements": ["C", "C", "C", "C", "C", "O", "P", "H", "H", "H", "H", "H", "H", "H", "H", "H", "H", "H", "H", "H"], "positions_angstrom": [[1.48, -0.22, 1.69], [1.23, -1.17, -0.64], [0.93, 1.39, -0.30], [-2.46, 0.09, -1.17], [0.83, -0.04, 0.34], [-2.25, 0.92, 1.34], [-1.64, -0.17, 0.48], [2.29, 0.49, 1.85], [0.75, -0.08, 2.51], [1.96, -1.27, 1.71], [2.33, -1.14, -0.68], [0.65, -0.93, -1.52], [1.00, -2.21, -0.31], [0.66, 2.20, 0.34], [1.83, 1.61, -0.86], [0.04, 1.40, -1.00], [-1.94, 0.96, -1.67], [-2.33, -0.59, -2.01], [-3.46, 0.23, -0.93], [-1.90, -1.48, 0.83]], "relative_energy_kcal_mol": 43.6, "charge": 0}

Values of LUMO, in order: 0.35 0.94 -4.86 0.61 0.30 1.43 -3.64 0.73, all in eV.